No. 1
Density functional theory data (ωB97M-V with the def2-TZVPD basis set) for a 2-piece molecular cluster, C27H27F3N2O2S overall.

Properties
energy above the lowest of the compared OMol25 structures with the same formula, charge and spin = 35.4 kcal per mole
net charge = 0
multiplicity = 1

Last column: Mulliken charge in e.
Cartesian coordinates (Å):
C 4.2251 2.8503 -3.6962  -1.3590
C 3.4959 2.8828 -2.3865  1.0215
C 2.3794 3.7185 -2.2580  -0.5593
C 1.6363 3.7185 -1.0979  -1.0571
C 1.9526 2.8510 -0.0072  1.0245
C 1.0812 2.8229 1.0912  -0.6476
S 1.5698 2.0245 2.5405  0.8025
C 0.2291 2.5662 3.7368  0.5443
F 0.4215 2.0055 4.9438  -0.2308
F 0.2547 3.9105 3.8595  -0.2011
F -0.9889 2.1909 3.2702  -0.2165
O 1.4801 0.5843 2.3702  -0.4144
O 2.7966 2.5983 3.0524  -0.6539
C 3.1424 2.0555 -0.1212  -0.6484
C 3.8774 2.0751 -1.2971  -0.9068
H 5.0846 2.1712 -3.6642  0.3292
H 3.5602 2.5164 -4.5095  0.2577
H 4.5854 3.8522 -3.9760  0.3093
H 2.1030 4.3633 -3.0948  0.3413
H 0.7896 4.3853 -0.9654  0.3234
H 0.2884 3.5585 1.1657  0.3617
H 3.4868 1.4551 0.7227  0.3981
H 4.7708 1.4512 -1.4021  0.2269
C -1.2229 -0.2327 -5.6898  -1.0133
N -1.8249 -1.0754 -4.6758  0.2908
C -2.9793 -1.8324 -5.1183  -1.0061
C -1.3279 -1.1342 -3.3652  -0.1662
C -1.8451 -0.2820 -2.3574  -0.3992
C -1.3579 -0.3368 -1.0599  -0.8560
C -0.3107 -1.2242 -0.6921  0.3048
C 0.1222 -1.3095 0.6715  -0.2656
C -0.7609 -1.3724 1.7327  1.2702
C -0.4095 -1.5259 3.1424  0.4408
C 0.7921 -1.6507 3.8050  -0.0192
C 0.7975 -1.8328 5.1940  -0.8899
C -0.4077 -1.9065 5.9127  -0.6965
C -1.6402 -1.8154 5.2510  -0.9117
C -1.6117 -1.6448 3.8711  0.1840
N -2.6739 -1.5722 2.9568  0.1873
C -4.0787 -1.6725 3.3184  -0.9293
C -2.1798 -1.4045 1.6990  -0.7905
C 0.2303 -2.0466 -1.7205  -0.7357
C -0.2758 -2.0210 -3.0080  -0.3440
H -0.3737 0.3105 -5.2652  0.3035
H -0.8771 -0.8387 -6.5368  0.3271
H -1.9545 0.4896 -6.0753  0.3150
H -3.3764 -2.4252 -4.2893  0.2878
H -3.7638 -1.1601 -5.4898  0.3171
H -2.7028 -2.5043 -5.9417  0.3219
H -2.6430 0.4161 -2.6270  0.4260
H -1.8008 0.2977 -0.2920  0.6603
H 1.1702 -1.4952 0.8849  0.3892
H 1.7226 -1.6099 3.2467  0.3683
H 1.7477 -1.9049 5.7237  0.4072
H -0.3743 -2.0375 6.9957  0.3953
H -2.5868 -1.8636 5.7869  0.2462
H -4.1597 -1.7873 4.4022  0.2901
H -4.6137 -0.7645 3.0131  0.3430
H -4.5496 -2.5363 2.8300  0.3400
H -2.8144 -1.4073 0.8198  0.6947
H 1.0014 -2.7770 -1.4552  0.4393
H 0.0943 -2.7059 -3.7769  0.4279

---

No. 2
Density functional theory data (ωB97M-V with the def2-TZVPD basis set) for a 9-piece molecular cluster, C27H27F9O27 overall.

Properties
SMILES = O=C1OC[C@@H](F)O1.O=C1OC[C@@H](F)O1.O=C1OC[C@@H](F)O1.O=C1OC[C@@H](F)O1.O=C1OC[C@@H](F)O1.O=C1OC[C@@H](F)O1.O=C1OC[C@@H](F)O1.O=C1OC[C@@H](F)O1.O=C1OC[C@@H](F)O1
energy above the lowest of the compared OMol25 structures with the same formula, charge and spin = 47.8 kcal per mole
net charge = 0
multiplicity = 1

Last column: Mulliken charge in e.
Cartesian coordinates (Å):
C -24.0549 9.1568 -4.9280  -0.4183
C -23.9023 8.2642 -3.7338  0.2793
O -22.6722 8.7226 -3.1823  -0.2526
C -22.1383 9.7462 -3.9194  0.5701
O -21.3329 10.4671 -3.4278  -0.5213
O -22.7413 9.7834 -5.0597  -0.3198
F -23.7391 6.9673 -4.0848  -0.2609
H -24.8578 9.8579 -4.6509  0.2899
H -24.2931 8.6549 -5.8628  0.3109
H -24.7100 8.2286 -2.9893  0.2562
C -15.0609 7.0482 -4.5564  -0.0221
C -15.2931 5.8948 -3.5266  0.1483
O -15.6834 4.9052 -4.3930  -0.2433
C -16.2824 5.4155 -5.4881  0.4606
O -16.9934 4.8019 -6.2079  -0.4996
O -15.9681 6.7418 -5.5878  -0.2901
F -16.3200 6.1627 -2.6698  -0.2619
H -13.9598 6.9719 -4.8072  0.3489
H -15.3750 8.0711 -4.2359  -0.0438
H -14.4411 5.7192 -2.8659  0.3934
C -22.0662 3.0741 -4.4086  -0.3898
C -23.1773 3.6079 -3.6227  0.4338
O -22.6794 4.7315 -3.0637  -0.3428
C -21.2933 4.8771 -3.2540  0.4245
O -20.6290 5.6242 -2.6232  -0.5537
O -20.9824 3.9873 -4.1597  -0.0636
F -23.5789 2.7812 -2.6197  -0.3842
H -22.1514 3.0115 -5.5075  0.1213
H -21.7936 2.0530 -4.0439  0.3081
H -24.0208 3.7252 -4.2664  0.2827
C -20.2628 4.5848 -8.2843  -0.2770
C -21.5157 4.5413 -9.0355  0.1889
O -22.4624 5.2553 -8.2770  -0.3618
C -21.9734 5.3764 -6.9989  0.3591
O -22.7018 5.6493 -6.1133  -0.4891
O -20.7200 5.0192 -6.9361  0.0805
F -22.0510 3.2711 -9.2172  -0.3259
H -19.5310 5.2627 -8.7385  0.3186
H -19.8924 3.5064 -8.0777  0.2358
H -21.4324 4.8994 -10.0788  0.2540
C -20.1272 7.2419 1.3517  -0.2925
C -19.6246 7.3450 -0.0831  1.1881
O -18.2704 6.9956 -0.0226  -0.0167
C -17.8794 6.9363 1.3092  0.4319
O -16.8131 6.6715 1.6945  -0.4780
O -18.9408 7.2125 2.0693  -0.3915
F -19.6364 8.6953 -0.4749  -0.2045
H -20.6041 6.2334 1.5170  0.3101
H -20.6517 8.1466 1.6306  0.3159
H -20.1085 6.8030 -0.9311  -0.6056
C -16.5035 1.8401 -3.5136  -0.3401
C -17.9170 2.2268 -3.8310  0.6052
O -18.4427 2.9589 -2.7164  -0.2132
C -17.5771 2.9333 -1.7116  0.5389
O -17.8079 3.4915 -0.6890  -0.5120
O -16.4013 2.3185 -2.1283  -0.3784
F -18.6684 1.0377 -3.8298  -0.3723
H -15.8087 2.4078 -4.0893  0.2465
H -16.5014 0.7586 -3.5712  0.3217
H -18.1017 2.7807 -4.7455  0.0482
C -21.2485 12.8662 -0.7236  -0.3722
C -20.7083 13.1575 -2.1819  0.4341
O -19.5149 12.4007 -2.1913  -0.3092
C -19.1855 12.0910 -0.8931  0.7443
O -18.0639 11.6878 -0.6957  -0.5413
O -20.1363 12.3510 0.0095  -0.3193
F -20.4203 14.4870 -2.3090  -0.3132
H -22.1019 12.0318 -0.8293  0.1835
H -21.6801 13.7846 -0.3857  0.3778
H -21.3931 12.8219 -2.9991  0.1463
C -19.0493 7.9788 -3.5997  0.5668
C -18.6344 9.3274 -4.0054  1.1179
O -18.9341 9.4238 -5.4131  -0.4249
C -19.2017 8.1658 -5.9042  0.5411
O -19.3017 7.8442 -7.0452  -0.5984
O -19.1963 7.2806 -4.8515  -0.0257
F -17.2996 9.5549 -3.9542  -0.4085
H -19.9534 8.0011 -3.1480  -0.1955
H -18.3107 7.3862 -3.0556  -0.0651
H -19.2126 10.1618 -3.5296  -0.5073
C -15.0599 10.2306 -0.5401  -0.0372
C -14.8236 11.1292 -1.7752  0.4987
O -14.1837 10.2505 -2.6611  -0.3638
C -13.5734 9.2623 -1.9789  0.6606
O -12.8246 8.4842 -2.4590  -0.5448
O -14.1868 9.1066 -0.7749  -0.3401
F -14.0734 12.2259 -1.5648  -0.3366
H -16.0409 9.8355 -0.5462  0.0485
H -14.8064 10.8195 0.2814  0.3566
H -15.6810 11.4626 -2.3656  0.0820

---

No. 3
Density functional theory data (ωB97M-V with the def2-TZVPD basis set) for C27H27Ge2HgN2 as an isolated structure.

Properties
net charge = +1
multiplicity = 1

Last column: Mulliken charge in e.
Cartesian coordinates (Å):
Hg -1.1465 -1.7689 -2.2998  0.2661
C -3.9640 1.8384 0.0494  -0.6569
C -3.3829 0.7157 -0.5470  -0.5197
N -2.2927 0.7622 -1.2757  -0.0137
C -1.6880 1.9458 -1.4563  -0.1608
C -2.1712 3.1379 -0.8685  1.4258
C -3.3560 3.0602 -0.1169  -0.7310
C -1.4367 4.3497 -1.0108  -0.8423
C -0.2494 4.3674 -1.6593  -1.0754
C 0.2387 3.2037 -2.3198  1.6062
C 1.4365 3.2006 -3.0549  -0.8348
C 1.7793 2.0852 -3.7777  -0.5389
C 0.9109 0.9897 -3.7529  -0.6998
N -0.1585 0.9263 -2.9936  -0.2106
C -0.5053 2.0022 -2.2739  -0.2722
H -4.8675 1.7342 0.6294  0.4475
H -3.8288 -0.2658 -0.4378  0.4170
H -3.7684 3.9569 0.3256  0.4523
H -1.8356 5.2444 -0.5557  0.4333
H 0.3438 5.2674 -1.7111  0.4220
H 2.0620 4.0816 -3.0548  0.4472
H 2.6812 2.0490 -4.3666  0.4827
H 1.0922 0.1284 -4.3811  0.5118
C 0.2018 -4.9502 -0.2831  -1.0735
Ge -0.4643 -3.7641 1.1592  0.3694
C -2.4448 -3.8534 1.3580  -1.0380
C 0.5931 -4.0515 2.8226  -1.1387
Ge 0.2246 -1.4124 0.4702  -0.2669
C -0.4046 0.1260 1.5571  0.3468
C -0.0393 1.4331 1.2550  0.0465
C -0.4354 2.4711 2.0774  -0.7833
C -1.1984 2.2149 3.2055  -0.5418
C -1.5515 0.9139 3.5227  -0.7277
C -1.1573 -0.1273 2.7019  -0.1872
C 2.0904 -1.0539 -0.1179  0.5723
C 2.9877 -0.9546 0.9438  -0.4396
C 4.3439 -0.8268 0.7127  -0.6395
C 4.8251 -0.8309 -0.5858  -0.4848
C 3.9397 -0.9298 -1.6466  -0.5368
C 2.5774 -1.0328 -1.4162  -0.1234
H 0.0969 -5.9855 0.0288  0.4265
H 1.2548 -4.7592 -0.4752  0.3732
H -0.3503 -4.8218 -1.2129  0.3029
H -2.7231 -4.8695 1.6235  0.4286
H -2.9345 -3.6034 0.4192  0.3122
H -2.8154 -3.1875 2.1320  0.3548
H 0.4147 -5.0517 3.2038  0.4378
H 0.3406 -3.3365 3.5998  0.3878
H 1.6513 -3.9581 2.5912  0.3836
H 0.5633 1.6256 0.3757  0.5570
H -0.1428 3.4820 1.8400  0.4299
H -1.5068 3.0285 3.8442  0.4293
H -2.1306 0.7140 4.4105  0.4476
H -1.4144 -1.1502 2.9612  0.2324
H 2.6120 -0.9877 1.9598  0.4146
H 5.0194 -0.7336 1.5485  0.4207
H 5.8871 -0.7564 -0.7690  0.4067
H 4.3120 -0.9333 -2.6597  0.4344
H 1.8848 -1.0991 -2.2481  0.1099

---

No. 4
Density functional theory data (ωB97M-V with the def2-TZVPD basis set) for a 4-piece molecular cluster, C27H27N2O18 overall.

Properties
net charge = -1
multiplicity = 1

Last column: Mulliken charge in e.
Cartesian coordinates (Å):
C -0.2732 -2.9471 2.1184  -1.1858
C -1.7844 -2.7680 1.7758  1.1771
O -2.1014 -2.6842 0.6215  -0.7275
O -2.6234 -2.6955 2.8347  -0.4068
C -3.8714 -2.0099 2.5229  -0.8219
C -3.7781 -0.4582 2.4606  0.6020
O -3.1181 -0.0280 1.2806  -0.5243
N -3.2612 0.2064 3.6740  -0.3241
C -1.7905 0.2802 3.7260  0.0099
C -1.1854 1.5712 3.0909  0.0223
O -1.6863 2.6442 3.2365  -0.5358
N 0.0207 1.5429 2.2610  0.3345
C 1.0139 0.5842 2.7807  -0.8151
C -0.3074 1.1326 0.8782  -0.9925
C -5.2769 0.0474 2.2932  0.1405
O -5.5147 1.2508 2.1469  -0.7164
O -6.2370 -0.7920 2.3476  -0.7634
H -0.0368 -2.3404 3.0222  0.3697
H -0.1281 -4.0128 2.3967  0.3586
H 0.3712 -2.6677 1.2634  0.1517
H -4.5694 -2.2467 3.3557  0.4607
H -4.3500 -2.3590 1.5893  0.2987
H -3.2528 0.9381 1.2456  0.4621
H -3.5100 -0.3904 4.4659  0.3729
H -1.5198 0.3169 4.8128  0.4838
H -1.2560 -0.6015 3.3107  -0.3462
H 2.0643 0.9330 2.6604  0.3431
H 0.9554 -0.3941 2.2332  0.1512
H 0.8592 0.3220 3.8549  0.3332
H 0.5406 1.2017 0.1719  0.4458
H -0.6556 0.0651 0.8555  0.2419
H -1.1953 1.7213 0.5539  0.3301
C 1.3024 5.4119 -0.3256  -0.8751
C 0.7645 4.8677 0.7779  0.5083
C 1.2521 5.2424 2.1475  0.8698
O 0.7334 4.7478 3.1242  -0.5138
C 2.3551 6.2026 2.2421  -1.0537
C 2.8857 6.7357 1.1393  0.3364
C 2.3821 6.3832 -0.2228  0.9771
O 2.8912 6.9142 -1.1974  -0.6584
O 3.9008 7.6181 1.1963  -0.5836
O -0.2226 3.9748 0.6993  -0.5256
H 0.9608 5.1541 -1.3186  0.4791
H 2.7110 6.4530 3.2319  0.4210
H 4.0955 7.8489 0.2680  0.3438
H -0.4396 3.7299 1.6305  0.2635
C 1.0533 0.3574 -5.3555  -0.7803
C 0.5291 -0.1685 -4.2408  0.2641
C 1.0213 0.2304 -2.8835  0.9814
O 0.5047 -0.2562 -1.8983  -0.3735
C 2.1170 1.1959 -2.8065  -1.1529
C 2.6398 1.7158 -3.9208  0.4607
C 2.1299 1.3384 -5.2754  0.9269
O 2.6281 1.8543 -6.2609  -0.6346
O 3.6475 2.6025 -3.8813  -0.5843
O -0.4563 -1.0725 -4.2879  -0.5948
H 0.7064 0.0804 -6.3413  0.4287
H 2.4758 1.4633 -1.8219  0.4967
H 3.8382 2.8226 -4.8130  0.3446
H -0.6614 -1.2991 -3.3575  0.2462
C 0.7467 -4.8441 -3.5582  -1.0462
C 1.4970 -5.9373 -3.3936  0.3783
C 1.4836 -6.7136 -2.1146  0.9456
O 2.1737 -7.7154 -2.0234  -0.6401
C 0.6433 -6.2298 -1.0274  -0.7571
C -0.1100 -5.1308 -1.1858  0.0882
C -0.1161 -4.3692 -2.4773  1.0316
O -0.8249 -3.3882 -2.5876  -0.6411
O -0.8857 -4.6638 -0.2073  -0.3512
O 2.3010 -6.3965 -4.3676  -0.5818
H 0.7476 -4.2769 -4.4791  0.4890
H 0.6564 -6.7902 -0.1030  0.4693
H -1.3291 -3.8630 -0.5665  0.3225
H 2.7281 -7.1928 -3.9979  0.3453

---

no.,DFT total energy (a.u.),highest occupied orbital energy (eV)
1,-2002.68385,-5.0
2,-3975.43790,-11.1
3,-5461.63786,-11.3
4,-2508.93172,-4.5